(1)
Molecular formula: C15H50N4O10
Method: DFT, ωB97M-V/def2-TZVPD

Values from the calculation:
SMILES string = NC(N)=O.NC(N)=O.CCO.CCO.CCO.CCO.CCO.CO.CO.CO
Kohn-Sham gap = 8.46 eV
HOMO level = -8.85 eV

CARTESIAN COORDINATES (ANGSTROEM)
N  6.59  20.90  -1.17
C  5.60  21.72  -1.40
N  5.78  22.54  -2.37
O  4.37  21.70  -0.72
H  6.43  20.31  -0.30
H  7.56  21.10  -1.59
H  4.99  23.12  -2.66
H  6.58  22.58  -2.94
N  11.37  19.25  -0.90
C  10.53  18.93  0.04
N  9.63  19.80  0.25
O  10.44  17.66  0.65
H  11.94  18.42  -1.18
H  11.17  19.91  -1.65
H  8.87  19.57  0.89
H  9.52  20.61  -0.35
C  9.34  24.04  -4.54
C  8.70  22.85  -5.25
O  8.06  22.05  -4.33
H  9.67  24.79  -5.26
H  10.26  23.80  -3.99
H  8.55  24.46  -3.88
H  9.43  22.19  -5.78
H  7.93  23.15  -5.95
H  7.62  21.39  -4.89
C  11.51  18.86  3.81
C  12.10  20.01  3.00
O  11.00  20.78  2.53
H  10.80  18.32  3.21
H  11.00  19.12  4.71
H  12.29  18.12  4.07
H  12.56  19.51  2.15
H  12.89  20.55  3.49
H  10.64  20.39  1.72
C  5.98  23.42  2.80
C  4.58  23.22  2.18
O  3.76  23.36  3.29
H  6.21  22.60  3.59
H  6.19  24.27  3.35
H  6.81  23.33  2.13
H  4.43  22.20  1.81
H  4.40  23.86  1.29
H  2.90  23.05  3.06
C  11.52  20.74  -6.45
C  11.21  19.54  -5.53
O  10.20  20.00  -4.62
H  12.28  20.60  -7.28
H  11.67  21.62  -5.83
H  10.62  20.85  -7.06
H  12.04  19.22  -4.94
H  10.80  18.64  -6.01
H  9.43  19.37  -4.74
C  9.58  22.82  -0.01
C  9.77  22.79  -1.53
O  9.28  21.57  -1.97
H  9.72  23.80  0.38
H  10.27  22.12  0.53
H  8.64  22.40  0.28
H  10.81  23.06  -1.82
H  9.18  23.61  -1.92
H  9.16  21.64  -2.91
C  13.30  20.69  -3.11
O  12.06  21.42  -3.18
H  12.89  19.71  -2.78
H  13.93  21.12  -2.33
H  13.71  20.65  -4.12
H  11.48  20.92  -3.72
C  7.87  20.32  2.81
O  7.66  19.22  1.96
H  6.94  20.57  3.32
H  8.28  21.18  2.24
H  8.65  20.23  3.58
H  7.53  18.42  2.51
C  6.08  25.36  -0.56
O  6.95  24.72  -1.40
H  6.19  25.04  0.42
H  5.15  24.97  -0.75
H  6.25  26.47  -0.65
H  6.56  23.86  -1.61

***

(2)
Molecular formula: C15H51ClN15O14
Method: DFT, ωB97M-V/def2-TZVPD

Values from the calculation:
2S+1 = 2
Kohn-Sham gap (alpha / beta) = 8.97 / 3.28 eV
HOMO level (alpha / beta) = -9.44 / -9.44 eV

CARTESIAN COORDINATES (ANGSTROEM)
Cl  -0.51  0.36  0.80
O  -1.08  -0.94  1.25
O  -0.15  0.18  -0.56
O  -1.42  1.42  1.01
O  0.70  0.54  1.51
C  5.09  0.64  3.08
C  3.82  1.37  3.42
O  3.44  2.26  2.39
H  5.34  -0.04  3.90
H  5.83  1.43  3.11
H  4.96  0.01  2.20
H  3.97  1.95  4.33
H  3.04  0.61  3.54
H  2.74  1.78  1.96
C  -3.70  0.04  -2.25
C  -3.41  -1.23  -3.06
O  -4.58  -1.70  -3.63
H  -2.79  0.40  -1.77
H  -4.32  -0.14  -1.38
H  -4.17  0.85  -2.80
H  -2.94  -1.93  -2.37
H  -2.80  -1.00  -3.94
H  -4.25  -2.38  -4.22
C  3.20  1.28  -3.37
O  3.20  1.89  -4.42
N  2.17  0.65  -2.83
N  4.32  0.82  -2.83
H  2.35  0.09  -2.01
H  1.28  0.80  -3.29
H  5.22  1.19  -3.12
H  4.37  0.28  -1.98
C  -2.74  5.57  -0.18
O  -3.53  6.46  -0.19
N  -2.03  5.27  -1.20
N  -2.65  4.71  0.79
H  -1.51  4.41  -1.15
H  -1.90  5.89  -1.98
H  -3.24  4.98  1.57
H  -2.23  3.81  0.66
C  -0.70  2.49  -4.00
O  -0.32  1.39  -4.30
N  -1.64  3.22  -4.61
N  -0.48  3.01  -2.87
H  -2.02  4.08  -4.26
H  -1.88  2.79  -5.49
H  0.02  2.46  -2.18
H  -0.78  3.96  -2.72
C  1.43  3.76  -0.38
O  1.89  4.76  -0.99
N  1.99  2.60  -0.37
N  0.37  3.83  0.37
H  2.64  2.33  -1.10
H  1.75  1.82  0.23
H  -0.03  4.75  0.42
H  0.18  3.09  1.04
C  3.70  -1.45  0.31
O  3.63  -0.60  -0.53
N  2.80  -1.87  1.14
N  4.87  -2.02  0.52
H  1.95  -1.34  1.14
H  3.08  -2.53  1.86
H  5.62  -1.54  0.05
H  4.94  -2.87  1.07
C  -1.57  0.76  5.07
O  -1.75  0.81  6.26
N  -2.42  0.96  4.10
N  -0.36  0.59  4.64
H  -2.28  0.93  3.10
H  -3.37  1.11  4.42
H  0.36  0.40  5.32
H  -0.25  0.59  3.63
C  -5.33  -1.56  1.73
O  -6.37  -0.98  1.54
N  -5.20  -2.82  1.58
N  -4.21  -0.99  2.06
H  -4.35  -3.35  1.73
H  -6.01  -3.37  1.33
H  -3.37  -1.55  1.97
H  -4.10  0.00  2.21
C  0.52  -6.26  0.52
C  0.43  -4.74  0.52
C  -0.22  -4.24  -0.77
O  0.50  -4.77  -1.88
C  1.72  -4.04  -2.31
N  -0.36  -4.44  1.69
H  -0.46  -6.72  0.40
H  0.98  -6.63  1.44
H  1.14  -6.61  -0.30
H  1.46  -4.38  0.49
H  -0.20  -3.15  -0.76
H  -1.22  -4.67  -0.88
H  2.54  -4.03  -1.59
H  1.31  -3.05  -2.51
H  2.14  -4.36  -3.27
H  -1.32  -4.73  1.56
H  -0.47  -3.43  1.65

***

(3)
Molecular formula: C15H51ClO10P4S
Method: DFT, ωB97M-V/def2-TZVPD

Values from the calculation:
SMILES string = CCCCCCP(Cl)([PH2]=S)(P(C)C)P(=O)(O)O.CO.CO.CO.CO.CO.CO.CO
Kohn-Sham gap = 7.93 eV
HOMO level = -8.06 eV

CARTESIAN COORDINATES (ANGSTROEM)
C  2.99  -2.43  -0.76
C  3.83  -1.30  -0.09
C  3.38  0.15  -0.45
C  1.83  0.32  -0.59
C  1.36  1.66  0.04
C  0.06  2.27  -0.58
P  -1.43  1.14  -0.68
Cl  -0.96  0.17  1.18
P  -1.99  2.21  -2.60
S  -1.98  4.18  -2.43
P  -1.29  -0.81  -1.64
C  -2.30  -0.93  -3.23
C  -1.88  -2.19  -0.52
P  -3.46  1.70  0.15
O  -3.62  3.17  0.33
O  -3.64  1.03  1.68
O  -4.63  0.95  -0.77
H  2.70  -2.12  -1.77
H  3.55  -3.38  -0.80
H  2.10  -2.64  -0.12
H  3.90  -1.48  1.00
H  4.88  -1.42  -0.46
H  3.84  0.45  -1.41
H  3.71  0.80  0.37
H  1.57  0.29  -1.66
H  1.32  -0.52  -0.10
H  1.34  1.62  1.15
H  2.17  2.39  -0.19
H  0.32  2.55  -1.62
H  -0.21  3.20  -0.06
H  -3.32  1.87  -3.01
H  -1.04  1.90  -3.63
H  -3.25  -0.37  -3.24
H  -2.56  -2.00  -3.34
H  -1.65  -0.69  -4.08
H  -1.00  -2.60  -0.02
H  -2.66  -1.89  0.19
H  -2.30  -2.97  -1.18
H  -4.36  0.39  1.66
H  -4.16  0.27  -1.27
C  7.89  0.32  -1.61
O  7.23  -0.76  -0.95
H  7.33  1.23  -1.41
H  8.91  0.43  -1.23
H  7.92  0.14  -2.69
H  7.74  -1.55  -1.13
C  -1.97  -5.91  -0.81
O  -0.82  -5.08  -0.61
H  -2.21  -5.90  -1.87
H  -1.76  -6.93  -0.50
H  -2.82  -5.51  -0.25
H  -0.62  -5.10  0.33
C  0.19  -2.30  3.07
O  0.24  -3.69  2.72
H  -0.85  -2.00  3.16
H  0.70  -2.14  4.02
H  0.68  -1.71  2.29
H  1.16  -3.93  2.65
C  -5.01  6.34  -0.65
O  -5.69  5.28  0.02
H  -5.56  7.26  -0.49
H  -4.00  6.45  -0.26
H  -4.97  6.13  -1.73
H  -5.18  4.48  -0.14
C  2.69  -4.35  5.78
O  2.80  -3.04  5.24
H  2.83  -5.07  4.98
H  3.46  -4.51  6.54
H  1.70  -4.49  6.22
H  2.68  -2.42  5.96
C  2.72  0.37  4.86
O  1.39  -0.03  5.17
H  3.40  -0.06  5.60
H  3.00  0.01  3.87
H  2.80  1.46  4.89
H  0.82  0.35  4.51
C  -5.26  5.05  -5.36
O  -4.12  5.88  -5.15
H  -5.51  5.07  -6.42
H  -5.04  4.02  -5.06
H  -6.11  5.43  -4.79
H  -3.92  5.85  -4.21

***

(4)
Molecular formula: C15H52N12O11
Method: DFT, ωB97M-V/def2-TZVPD

Values from the calculation:
SMILES string = NC(N)=O.NC(N)=O.NC(N)=O.NC(N)=O.NC(N)=O.NC(N)=O.CC(C)O.CC(C)O.CO.CO.CO
Kohn-Sham gap = 7.50 eV
HOMO level = -8.52 eV

CARTESIAN COORDINATES (ANGSTROEM)
N  -1.93  1.31  2.36
C  -2.39  0.71  3.44
N  -1.49  0.12  4.14
O  -3.75  0.74  3.72
H  -2.71  1.80  1.88
H  -1.02  1.16  1.95
H  -1.87  -0.33  4.96
H  -0.49  0.40  4.22
N  3.28  1.69  4.46
C  3.38  1.43  3.17
N  2.36  1.90  2.51
O  4.45  0.77  2.58
H  4.07  1.35  5.10
H  2.59  2.33  4.83
H  2.09  1.67  1.53
H  1.64  2.48  3.02
N  2.19  -1.42  -3.34
C  3.03  -2.00  -2.58
N  2.44  -2.38  -1.50
O  4.32  -2.21  -2.87
H  2.52  -1.17  -4.24
H  1.17  -1.32  -3.15
H  2.91  -3.09  -0.99
H  1.48  -2.35  -1.15
N  3.77  -1.27  0.82
C  3.96  -2.45  1.33
N  4.41  -2.48  2.50
O  3.57  -3.56  0.67
H  3.45  -1.25  -0.17
H  4.11  -0.38  1.27
H  4.37  -3.52  2.87
H  4.59  -1.71  3.15
N  1.30  -1.09  2.08
C  0.40  -1.90  1.63
N  -0.76  -1.82  2.22
O  0.56  -2.72  0.49
H  2.24  -1.21  1.73
H  1.23  -0.73  3.05
H  -1.50  -2.47  2.02
H  -0.99  -1.12  2.90
N  -1.51  3.94  2.37
C  -0.60  4.54  1.62
N  0.31  3.75  1.24
O  -0.64  5.92  1.46
H  -2.35  4.54  2.62
H  -1.67  2.94  2.62
H  1.02  4.24  0.71
H  0.17  2.70  1.07
C  -0.54  -2.47  -4.99
C  -1.08  -2.25  -3.55
C  -0.74  -3.33  -2.58
O  -0.69  -1.18  -3.10
H  -0.94  -1.77  -5.64
H  -0.92  -3.39  -5.37
H  0.57  -2.50  -5.05
H  -2.17  -2.30  -3.61
H  0.32  -3.66  -2.75
H  -1.43  -4.13  -2.67
H  -0.68  -3.10  -1.50
H  -1.33  -1.05  -2.44
C  -0.54  1.71  -1.30
C  0.37  0.85  -0.48
C  1.81  1.14  -0.75
O  0.24  0.93  0.77
H  -0.38  1.54  -2.40
H  -0.39  2.75  -1.06
H  -1.57  1.47  -1.15
H  0.13  -0.20  -0.84
H  2.10  2.18  -0.47
H  1.97  1.00  -1.77
H  2.35  0.38  -0.25
H  0.69  0.23  1.24
C  -2.48  -1.25  -0.23
O  -3.00  -1.05  -1.50
H  -3.05  -1.98  0.37
H  -2.47  -0.40  0.47
H  -1.44  -1.63  -0.25
H  -3.94  -0.85  -1.46
C  -4.20  1.56  0.52
O  -3.94  2.74  1.26
H  -4.97  1.84  -0.11
H  -4.42  0.73  1.12
H  -3.32  1.31  -0.04
H  -4.11  3.45  0.70
C  -2.46  1.24  -4.15
O  -1.77  0.41  -5.07
H  -3.08  0.84  -3.37
H  -3.26  1.79  -4.53
H  -1.84  2.02  -3.74
H  -1.07  -0.04  -4.60

***

(5)
Molecular formula: C15H54N8O12
Method: DFT, ωB97M-V/def2-TZVPD

Values from the calculation:
SMILES string = NC(N)=O.NC(N)=O.NC(N)=O.NC(N)=O.CCO.CCO.CCO.CO.CO.CO.CO.CO
Kohn-Sham gap = 9.61 eV
HOMO level = -9.61 eV

CARTESIAN COORDINATES (ANGSTROEM)
N  -5.10  -0.43  1.86
C  -6.22  -0.03  1.29
N  -7.15  0.04  2.24
O  -6.41  0.24  0.10
H  -4.25  -0.26  1.34
H  -5.08  -0.43  2.87
H  -6.90  -0.46  3.09
H  -8.11  0.00  1.93
N  -1.03  4.55  -4.77
C  0.22  4.34  -4.83
N  0.54  3.43  -4.00
O  0.95  4.99  -5.51
H  -1.61  3.92  -4.23
H  -1.50  5.25  -5.32
H  -0.17  2.92  -3.49
H  1.52  3.38  -3.79
N  -3.55  -4.89  -1.56
C  -3.05  -4.81  -2.73
N  -3.73  -4.12  -3.68
O  -1.86  -5.12  -2.84
H  -2.91  -5.16  -0.83
H  -4.49  -4.56  -1.42
H  -4.72  -3.96  -3.58
H  -3.35  -3.90  -4.59
N  1.16  -0.50  0.26
C  -0.04  -0.69  0.10
N  -0.27  -1.99  -0.19
O  -0.86  0.13  0.04
H  1.77  -1.30  0.30
H  1.46  0.46  0.37
H  0.50  -2.62  -0.35
H  -1.24  -2.28  -0.28
C  4.99  -2.92  2.24
C  5.04  -3.08  0.71
O  3.70  -3.29  0.14
H  5.96  -2.54  2.56
H  4.86  -3.89  2.72
H  4.27  -2.17  2.56
H  5.80  -3.71  0.25
H  5.20  -2.11  0.25
H  3.73  -3.24  -0.81
C  3.83  2.10  4.86
C  4.98  2.94  5.31
O  5.68  2.35  6.46
H  3.02  1.97  5.58
H  4.20  1.13  4.54
H  3.35  2.53  3.98
H  4.66  3.96  5.54
H  5.75  3.02  4.55
H  5.29  2.64  7.29
C  0.82  6.28  1.56
C  1.06  5.22  0.49
O  2.38  4.80  0.32
H  -0.13  6.22  2.09
H  0.73  7.27  1.11
H  1.65  6.40  2.25
H  0.70  5.64  -0.44
H  0.50  4.31  0.72
H  2.63  4.67  -0.60
C  3.62  -8.20  0.24
O  2.29  -7.54  0.34
H  3.59  -9.27  0.07
H  4.23  -7.80  -0.58
H  4.21  -8.17  1.15
H  2.43  -6.63  0.07
C  -3.64  4.39  0.35
O  -4.72  5.21  0.53
H  -3.89  3.34  0.55
H  -3.22  4.62  -0.63
H  -2.94  4.66  1.13
H  -5.49  4.85  0.08
C  -3.41  0.89  -4.99
O  -3.72  1.66  -3.77
H  -3.88  -0.08  -4.88
H  -3.67  1.31  -5.97
H  -2.39  0.52  -4.99
H  -3.82  1.11  -2.99
C  1.70  -2.76  -5.19
O  1.84  -3.43  -3.96
H  2.00  -3.32  -6.07
H  0.72  -2.28  -5.25
H  2.37  -1.90  -5.17
H  1.02  -3.88  -3.76
C  -0.86  -0.26  4.67
O  -0.94  0.86  5.68
H  -1.82  -0.29  4.15
H  -0.11  -0.03  3.92
H  -0.55  -1.19  5.15
H  -0.09  0.94  6.11

***

Max |F| list, top to bottom, in eV Å⁻¹: 9.0 6.6 3.8 11.3 10.2